Record 1
# C10H28BF7O16S3

A 9-piece molecular cluster, C10H28BF7O16S3 overall (wB97M-V/def2-TZVPD, OMol25).

Geometry as XYZ:
```
65
Properties=species:S:1:pos:R:3:forces:R:3
C -14.28287 -0.11423 5.63640 -0.4 0.9 0.1
F -14.39785 0.40274 4.38407 0.0 -0.2 0.0
F -15.49961 -0.56707 5.98232 0.0 -0.2 -0.3
F -13.46248 -1.16196 5.53760 0.1 -0.1 0.2
S -13.74557 1.22499 6.84513 0.0 -0.5 0.3
O -12.30298 1.16294 6.69408 0.0 0.3 -0.1
O -14.40185 2.41698 6.34571 0.2 0.0 -0.3
O -14.27164 0.75808 8.10397 0.4 -0.1 -0.1
B -17.71860 -3.64508 8.05873 -1.0 0.8 1.2
F -18.68456 -4.00265 7.12975 0.0 -0.3 -0.3
F -16.85088 -2.69955 7.50170 0.5 -0.6 -0.4
F -18.34733 -2.94894 9.13832 -0.1 -0.1 0.1
F -17.11770 -4.77476 8.63201 0.3 -0.2 -0.6
O -20.83962 -7.27663 8.77518 -0.3 0.2 0.1
S -20.83876 -7.63633 7.40197 0.3 -0.2 -0.5
O -20.99326 -9.01914 7.04593 0.2 -0.1 -0.2
O -21.99339 -6.82735 6.67210 -0.1 0.0 0.5
C -22.35931 -7.21774 5.32588 -0.6 -0.3 0.6
C -23.47923 -8.24488 5.37221 -0.3 0.2 0.2
C -19.40712 -6.91004 6.64877 0.4 0.1 -0.4
H -21.47785 -7.62043 4.83057 0.0 0.3 -0.3
H -22.75178 -6.29010 4.91871 0.4 0.0 -0.4
H -24.09456 -8.21624 4.47082 0.3 -0.2 -0.2
H -24.17099 -7.97002 6.17184 0.1 0.0 0.1
H -23.10048 -9.24237 5.57732 -0.1 0.0 -0.1
H -18.71909 -6.60484 7.43065 -0.2 0.0 0.2
H -19.71813 -6.03034 6.09129 0.0 0.1 0.2
H -18.87801 -7.56807 5.96286 -0.3 -0.3 0.1
O -22.38296 -0.64151 6.26263 -0.3 -0.2 0.1
S -21.20805 -1.45385 6.33984 1.0 1.0 -0.1
O -21.26017 -2.85860 6.09617 -0.2 -0.2 0.1
O -20.22336 -0.76411 5.29678 -0.4 -0.2 -0.4
C -18.96669 -1.38971 4.95572 0.4 -0.7 0.1
C -18.57983 -0.92047 3.57792 -0.4 1.2 -0.1
C -20.31953 -1.09189 7.85442 -0.5 -1.2 -1.4
H -19.02637 -2.48251 4.93655 -0.5 0.1 0.2
H -18.26209 -1.14793 5.75408 0.3 0.2 -0.3
H -17.64702 -1.36047 3.23748 0.0 -0.1 0.0
H -18.49802 0.17138 3.55065 0.4 -0.1 0.2
H -19.39790 -1.08729 2.87254 0.1 -0.6 0.0
H -20.70344 -1.84789 8.53477 -0.1 0.6 0.6
H -20.46157 -0.03193 8.01717 0.0 -0.1 0.5
H -19.29402 -1.38204 7.64583 0.1 0.2 0.2
O -16.57610 -4.58639 5.03879 -0.2 -0.1 -0.2
H -16.77907 -4.02574 5.79739 0.1 0.1 0.0
H -16.21312 -3.97915 4.38863 0.1 0.0 0.1
O -17.13909 0.14279 8.60978 -0.3 0.1 0.2
H -17.94016 0.43301 8.16736 0.0 0.0 -0.1
H -17.22314 -0.81549 8.66800 0.2 -0.1 0.0
O -14.77041 -3.30777 9.35619 0.1 -0.1 0.2
H -15.55845 -3.18088 8.81238 0.4 0.2 0.0
H -14.96497 -4.10639 9.85323 0.0 0.0 0.0
O -16.13156 -7.18241 7.03492 0.1 -0.2 0.2
H -16.49789 -6.35835 7.37908 0.1 0.1 0.0
H -16.79564 -7.52778 6.43693 0.0 0.1 -0.1
C -20.14202 -4.89412 10.29348 2.2 0.4 0.6
C -19.73419 -3.89964 11.39671 -1.1 0.4 -1.5
O -20.48054 -4.37350 12.52100 0.0 -0.1 0.4
C -21.45066 -5.26042 12.10652 1.9 0.4 0.2
O -22.21552 -5.78085 12.85420 -0.5 0.1 -0.2
O -21.28349 -5.50890 10.81030 -1.8 -0.4 -0.2
H -19.35102 -5.64291 10.21541 -0.2 -0.1 -0.3
H -20.23590 -4.38886 9.33863 -0.6 -0.3 -0.1
H -20.10092 -2.91065 11.10730 0.0 0.1 0.4
H -18.65455 -3.81374 11.46054 0.0 -0.4 0.8
```
Positions in Å, forces in eV/Å.

Calculated values
Largest force on an atom in eV/Å: 2.29
DFT total energy in Eh: -3520.5163
Net charge: -2
Gap between HOMO and LUMO in eV: 7.41
LUMO energy in Ha: 0.137

Record 2
# C13H26N6O3PS

A 2-piece molecular cluster, C13H26N6O3PS overall (wB97M-V/def2-TZVPD, OMol25).

Geometry as XYZ:
```
50
Properties=species:S:1:pos:R:3:forces:R:3
C 1.37505 -2.70689 -0.13118 0.1 0.5 0.7
C 1.08246 -1.27770 -0.38040 -0.2 -0.5 -0.5
C 0.69863 -0.90440 -1.78081 -0.1 -0.1 0.1
N 1.16365 -0.46085 0.63440 0.0 0.5 0.1
N 0.75971 0.83180 0.28167 0.2 -0.2 0.2
C -0.42298 1.45709 0.30052 -0.2 -0.6 0.2
N -1.60075 0.90617 0.72291 -0.2 0.2 -0.7
C -2.77689 1.79306 0.61602 0.0 -0.1 -0.1
C -3.28458 2.01232 -0.81630 0.1 0.4 0.1
C -2.92463 0.90681 -1.80487 -0.5 0.1 0.3
O -3.81515 0.88962 -2.91361 0.2 0.0 -0.2
P -1.81409 -0.65664 1.38185 0.7 -0.5 1.1
S -1.16232 -0.94576 3.15612 -0.1 0.1 0.0
N -0.31643 2.70060 -0.14211 -0.1 0.6 -0.2
C 0.97215 2.88926 -0.42712 -0.5 -0.5 0.3
C 1.57718 4.15377 -0.92156 0.2 0.0 0.6
C 0.97147 5.32319 -0.19482 -0.4 0.4 -0.1
N -0.17727 5.75671 -0.50244 0.1 0.0 -0.1
N 1.66130 1.75318 -0.19215 0.1 0.6 -0.5
C 3.07080 1.52264 -0.34155 0.5 -0.1 0.2
H 1.18204 -2.93526 0.92241 0.0 -0.5 0.0
H 0.75623 -3.36763 -0.73038 0.1 -0.2 -0.1
H 2.43452 -2.89231 -0.30524 0.1 -0.2 -0.1
H 0.53291 0.15569 -1.94935 0.0 0.1 0.0
H -0.19352 -1.46105 -2.07132 -0.1 0.0 -0.1
H 1.49081 -1.25287 -2.44340 0.1 0.0 -0.1
H -3.56337 1.34164 1.21363 0.0 -0.1 0.1
H -2.51442 2.74175 1.07585 -0.1 0.1 0.0
H -4.36832 2.12343 -0.77724 -0.1 -0.1 0.0
H -2.90721 2.96519 -1.18152 0.1 0.0 -0.1
H -2.95743 -0.05844 -1.29523 0.2 -0.1 -0.1
H -1.92666 1.09096 -2.19303 0.1 -0.2 -0.1
H -4.56014 0.32506 -2.69380 0.0 0.0 0.0
H -1.31731 -1.53755 0.41233 -0.1 0.1 -0.2
H -3.20194 -0.77095 1.25757 -0.1 0.1 -0.3
H 1.45043 4.28806 -2.00126 0.0 -0.1 0.0
H 2.63100 4.12250 -0.65082 0.2 0.0 -0.4
H 1.55835 5.78871 0.59734 0.2 -0.2 0.1
H -0.42094 6.53827 0.10189 -0.1 0.0 0.0
H 3.40183 1.85572 -1.31995 -0.1 0.0 -0.1
H 3.29498 0.46825 -0.23193 -0.2 -0.1 0.0
H 3.64035 2.06819 0.41830 0.0 0.0 0.1
O 2.58077 -6.91364 3.04415 0.1 0.0 0.0
C 2.12034 -5.89249 2.35409 0.1 -0.1 0.1
C 0.51124 -6.00332 1.97740 0.0 -0.1 0.1
O 0.07987 -4.96893 1.26543 -0.3 0.4 -0.3
H 2.58859 -5.72712 1.34477 -0.1 -0.1 -0.1
H 2.17322 -4.89001 2.85799 -0.1 0.0 0.1
H 0.03017 -6.14552 2.97227 0.1 0.2 0.1
H 0.43628 -7.00029 1.48445 0.1 0.1 -0.2
```
Positions in Å, forces in eV/Å.

Calculated values
Largest force on an atom in eV/Å: 1.42
DFT total energy in Eh: -1804.4555
Net charge: -1
Gap between HOMO and LUMO in eV: 1.78
LUMO energy in Ha: 0.051